Below is a molecular structure, H41O20 in a non-equilibrium geometry, with properties calculated with ωB97M-V/def2-TZVPD.

Structure (XYZ):
```
61
Properties=species:S:1:pos:R:3:forces:R:3
O -0.9734 0.8088 -4.6248 1.48 -3.43 -2.73
O 2.5871 -0.4311 0.0895 3.02 1.24 2.15
O 2.5720 0.7942 -2.3798 0.02 -0.67 -0.37
O 0.3724 -3.5501 -0.0725 -1.66 2.17 0.47
O 4.3160 -0.3665 -3.8933 0.91 -0.20 1.32
O 4.2186 2.4011 -3.1815 0.82 -0.85 1.00
O -2.3824 1.7080 -1.8387 -0.89 1.67 -0.85
O 1.0726 1.8265 -0.7167 -1.20 1.08 3.96
O -2.4811 -1.3022 3.6078 -0.51 -0.03 -2.80
O 1.0534 -0.7773 5.1399 0.57 -0.31 1.10
O -0.0006 -0.5520 -0.0447 -0.94 0.94 -0.79
O -2.4687 -3.0519 -0.1961 -3.06 1.24 -2.54
O 0.7753 2.1017 -3.2995 -1.81 0.69 0.53
O -3.3028 -0.8164 -2.3229 0.50 0.84 -1.47
O -2.8284 0.3444 1.0199 0.65 -1.66 0.52
O -2.2275 4.2407 -2.1744 -3.43 1.74 -2.86
O 2.3159 -3.1086 3.3251 -0.60 2.14 -0.40
O 0.4253 -0.7846 2.4839 -0.64 -0.38 -2.05
O 1.2914 2.8239 2.6578 -0.13 0.04 -0.74
O -4.5769 -1.6211 1.9532 1.19 -0.21 -0.49
H -1.4404 1.4014 -4.0756 -2.14 -0.18 1.36
H -2.6378 4.9800 -1.7244 0.40 0.00 0.30
H 1.9725 -2.3120 3.8115 0.63 -0.48 -0.74
H -1.7367 -3.2631 0.2969 2.56 -0.93 2.10
H 0.0148 -1.4962 -0.0254 0.33 -1.33 -0.19
H -3.3932 0.4026 1.8067 -0.07 0.35 -0.42
H -1.2399 -0.1886 -4.7836 0.11 3.62 1.26
H 0.6059 -3.6698 0.8401 0.81 -0.63 0.43
H 0.5555 0.1706 2.3930 0.34 -0.56 1.02
H 0.7573 -1.2472 3.2440 0.14 1.04 1.06
H 1.7660 1.5462 -2.9323 -0.66 -0.46 0.82
H -2.5285 0.8705 -1.4451 -0.17 -0.95 0.76
H -2.0967 -1.5552 4.3982 1.66 -0.94 2.54
H 2.2013 -0.8141 0.9171 -0.18 0.29 -0.93
H 2.2812 0.2912 -1.5678 -0.08 0.21 -0.62
H 1.8992 -0.5671 5.5944 0.08 0.27 -0.59
H 4.6646 -0.7943 -3.0628 -0.36 0.35 -1.32
H -3.2891 -2.9797 0.3013 0.34 -0.21 0.41
H -0.6900 -0.3640 0.5942 -0.07 0.26 0.28
H -3.1740 -0.7212 3.8617 -1.02 0.91 0.38
H 0.7180 -4.1580 -0.6834 0.93 -1.42 -0.56
H 3.4047 0.0888 0.4811 -2.29 -1.61 -1.19
H 4.7356 0.5193 -3.8729 -0.12 -0.30 -0.33
H 4.3077 3.3562 -3.1470 0.21 -0.02 0.38
H 4.3437 1.9826 -2.2724 -0.51 1.52 -1.67
H 1.7614 3.2526 3.3513 1.12 1.89 0.46
H -1.5267 3.9053 -1.7252 2.86 -1.25 2.49
H 0.6215 -1.1750 5.9302 -0.51 -0.06 -0.46
H -2.5555 -0.6873 -1.7636 2.06 0.08 -0.10
H 0.3436 1.6946 -4.1808 0.39 0.43 2.67
H -3.7414 -1.2485 -1.6409 -2.50 -1.83 1.49
H -5.3365 -1.9274 2.4533 0.42 -0.43 0.31
H 1.4387 1.9367 0.2373 0.05 -0.02 -2.31
H -2.5042 -0.5906 1.1720 -0.39 1.42 -0.48
H 1.1460 2.0871 3.2264 -0.98 -2.04 0.24
H 2.2587 -3.6827 4.0567 0.13 -1.83 1.28
H -3.3170 2.0181 -1.9959 1.64 -0.18 0.16
H 0.1318 2.2715 -2.4385 2.26 -1.04 -3.36
H -3.6997 -1.9939 2.2732 -1.90 0.37 0.33
H 3.0608 0.2767 -3.0905 -0.42 -0.08 0.90
H 0.1586 1.6962 -0.3450 0.62 -0.29 -1.14
```
Positions in Å, forces in eV/Å.

The multiplicity is 2. For the HOMO energy (spin up / spin down), the calculation gives -2.641 / -10.449 eV. The value obtained for the frontier orbital gap (spin up / spin down) is 2.500 / 10.239 eV. The LUMO energy (spin up / spin down) comes out at -0.1 / -0.2 eV. As for the electronic energy: -41609.480 eV. The relative energy (zero: lowest compared OMol25 entry of this formula, charge and spin) comes out at 3.456 eV.

Below is a molecular structure, C50H58AuBrN2O2P2Sb, with properties calculated with ωB97M-V/def2-TZVPD.

Structure (XYZ):
```
117
Properties=species:S:1:pos:R:3:forces:R:3
Au 0.2255 -0.2179 0.3246 0.24 -0.25 -0.14
Sb -0.2883 0.0202 -2.2093 -0.35 0.09 0.16
Br -2.4022 6.6810 2.9391 0.01 0.02 0.04
P 2.3218 0.9080 0.6110 -0.13 0.28 0.15
P -1.2731 -1.9812 0.7898 -0.30 -0.04 -0.14
O -1.9368 1.6090 -1.0266 0.35 0.18 -0.22
O -0.6720 2.0326 0.7631 -0.26 0.13 -0.09
N -3.9348 5.2161 -0.5760 0.08 -0.01 0.09
N 0.5615 -0.3778 2.3349 -0.12 0.15 0.50
C 0.6108 1.2265 4.2191 0.02 0.01 -0.08
C -1.1521 -3.3748 -0.3966 0.14 -0.08 0.08
C 3.4532 -1.5009 1.5422 -0.03 0.09 0.04
C 2.0263 3.1965 4.0342 0.01 -0.05 -0.04
C -2.0220 4.3961 1.2824 0.05 0.03 0.01
C 1.1784 -1.3225 -4.5599 0.07 -0.06 0.04
C -2.7216 5.5732 1.4465 0.01 -0.01 -0.01
C -1.5731 2.3309 -0.0522 0.22 0.00 0.13
C -4.4254 -2.2277 -3.5596 -0.05 0.01 0.01
C 1.2328 2.9876 -5.0200 0.00 -0.05 0.02
C 3.7612 -0.2238 0.7579 0.01 -0.11 -0.06
C 0.6862 -1.8360 4.2960 0.02 -0.08 -0.07
C -3.2730 -0.1213 1.3893 0.08 -0.02 0.09
C -0.1122 1.6803 -3.5058 0.02 0.15 0.03
C 3.0765 -2.7928 -4.4107 0.03 -0.03 0.01
C 0.3859 -3.0495 4.8774 -0.03 -0.04 0.02
C 2.1342 -2.1170 -5.1756 -0.04 0.03 -0.03
C 4.9615 0.5165 1.3529 0.03 -0.03 0.01
C 1.1019 1.9182 -4.1433 -0.06 0.03 -0.06
C -3.1915 -2.7056 -3.9735 0.05 -0.02 -0.01
C -2.0278 -2.0561 -3.5845 -0.04 0.02 0.02
C 3.0686 -2.6706 -3.0299 0.00 -0.01 0.02
C -1.2089 2.4941 -3.7825 -0.02 -0.08 0.08
C -3.0601 -1.5837 1.0060 -0.02 0.01 0.03
C -2.2711 -4.4149 -0.3510 -0.04 -0.02 -0.03
C -0.6061 -2.4761 2.3769 0.04 0.01 0.03
C -0.6825 -5.3495 4.8810 0.02 0.03 -0.02
C -0.8867 -3.7034 2.9847 -0.05 0.09 0.06
C 1.9466 1.5655 2.2512 -0.02 -0.12 -0.01
C -3.6685 5.9475 0.5027 -0.06 -0.02 -0.09
C -2.2990 3.6270 0.1605 -0.01 -0.01 0.03
C -3.2596 4.0804 -0.7336 -0.03 0.01 -0.09
C 1.0333 0.7872 2.9653 -0.01 -0.23 -0.06
C 1.1560 -1.2014 -3.1689 0.07 -0.13 -0.05
C 0.1466 3.8092 -5.2745 -0.05 0.02 -0.01
C -3.3360 -0.4413 -2.3601 -0.07 -0.12 -0.06
C 2.4319 2.7524 2.7790 -0.01 0.09 0.11
C 2.5420 4.4875 4.6102 -0.03 -0.04 0.03
C -3.7321 -2.5003 2.0290 -0.02 -0.09 -0.01
C 0.2273 -4.0286 -0.3147 -0.02 -0.04 0.06
C -1.0755 3.5527 -4.6671 0.01 0.03 -0.04
C 3.5570 1.7739 -1.6922 0.14 0.08 0.03
C 2.9011 2.3015 -0.4146 -0.18 0.03 -0.26
C -2.0933 -0.9221 -2.7738 -0.09 -0.03 -0.08
C 0.1985 -1.5271 3.0144 0.26 0.11 0.04
C 1.7590 3.2753 -0.7251 0.04 0.01 0.07
C -4.4952 -1.0983 -2.7565 0.03 -0.02 -0.01
C 2.1099 -1.8755 -2.4133 0.01 0.05 -0.11
C -0.3998 -4.0163 4.2399 0.03 0.01 0.05
C 1.1118 2.4092 4.7364 0.06 0.07 -0.08
H -4.7958 -2.2591 2.0591 0.00 -0.01 0.00
H 0.4565 -0.7895 -5.1688 -0.01 0.00 0.00
H 1.0351 2.8212 -1.4032 0.02 0.01 0.01
H 0.7633 2.7450 5.7062 0.00 0.01 0.00
H 2.5499 -2.0029 1.1921 -0.01 0.00 -0.03
H 3.3225 -1.2870 2.6044 -0.05 0.01 0.01
H 1.9461 1.2633 -3.9852 0.02 0.01 0.00
H 3.1161 4.3064 5.5200 0.01 0.00 0.01
H -3.1309 -3.5852 -4.6017 0.00 0.01 0.00
H -4.3289 0.0479 1.6070 0.00 -0.03 0.02
H -1.0718 -2.4502 -3.9059 -0.01 0.00 -0.02
H -0.0084 -6.1213 4.5045 0.01 0.01 0.00
H -1.2380 -2.8616 -1.3508 0.00 0.04 -0.21
H 4.2907 -2.1928 1.4402 0.01 0.02 0.02
H -5.4583 -0.7194 -2.4383 0.01 0.00 0.00
H -5.3320 -2.7324 -3.8674 0.00 0.00 0.01
H 3.7491 2.6036 -2.3744 -0.02 -0.01 0.00
H -1.9307 4.1800 -4.8822 0.00 0.00 0.00
H 5.7775 -0.1896 1.5133 0.00 0.00 -0.02
H 2.1478 -2.2058 -6.2543 -0.01 0.00 0.01
H -3.6381 -3.5591 1.7906 0.00 0.02 0.02
H -2.1646 2.3031 -3.3138 0.04 0.01 0.04
H 3.8055 -3.1951 -2.4341 0.00 0.01 0.00
H -3.4953 -1.7589 0.0175 0.00 0.01 -0.03
H 3.6603 2.8177 0.1781 0.00 -0.01 0.07
H -1.2757 4.0683 1.9934 0.00 -0.02 0.01
H -2.2161 -5.0460 0.5360 0.01 0.01 0.01
H -4.2280 6.8672 0.6252 0.00 0.00 -0.01
H -0.5531 -5.3008 5.9611 -0.01 0.01 0.00
H 1.2184 3.5862 0.1684 0.06 -0.01 0.02
H 2.1154 -1.7735 -1.3332 0.00 0.02 0.02
H 0.3647 -4.7066 -1.1588 -0.01 0.02 0.00
H 2.9095 1.0641 -2.2061 -0.04 -0.07 0.01
H -3.4865 3.4984 -1.6193 -0.01 0.00 0.04
H 1.7218 5.1574 4.8715 0.00 0.00 -0.01
H -2.9820 0.5357 0.5797 -0.01 0.02 -0.02
H -3.2637 -3.9693 -0.4016 0.01 0.01 -0.03
H -2.1660 -5.0685 -1.2191 0.01 0.00 0.01
H 3.1192 3.3645 2.2071 0.03 0.00 0.00
H -2.6983 0.1501 2.2791 -0.01 -0.03 0.00
H -0.1268 0.6584 4.7709 0.02 0.04 0.00
H 4.7104 0.9568 2.3195 0.00 -0.02 0.01
H 1.0306 -3.2927 -0.3444 -0.01 -0.01 0.03
H 0.3356 -4.6035 0.6065 -0.01 0.00 -0.02
H 3.1883 5.0056 3.9036 0.00 0.00 -0.01
H -1.7024 -5.6765 4.6791 -0.01 0.00 0.00
H -3.3987 0.4349 -1.7318 -0.03 -0.06 -0.08
H 3.9887 -0.5061 -0.2747 -0.01 0.00 -0.03
H 5.3335 1.3068 0.7005 -0.02 0.01 0.01
H -3.3215 -2.3390 3.0258 -0.01 0.02 0.00
H 4.5066 1.2738 -1.4998 -0.01 0.03 0.01
H 1.3302 -1.1363 4.8106 -0.02 -0.04 0.00
H 0.7888 -3.2647 5.8605 0.00 -0.01 0.00
H 3.8209 -3.4114 -4.8947 0.00 0.00 0.00
H 2.1625 4.1616 -1.2174 0.02 -0.02 -0.02
H -1.5080 -4.4261 2.4717 -0.01 -0.02 -0.02
H 2.1808 3.1689 -5.5102 0.00 -0.01 0.01
H 0.2461 4.6419 -5.9584 0.00 0.00 0.01
```
Positions in Å, forces in eV/Å.

The multiplicity is 1. For the HOMO energy, the calculation gives -9.616 eV. The value obtained for the frontier orbital gap is 6.162 eV. The LUMO energy comes out at -3.5 eV. As for the charge: +1. As for the electronic energy: -158713.664 eV.

Below is a molecular structure, C3H11O4 in a non-equilibrium geometry, with properties calculated with ωB97M-V/def2-TZVPD.

Structure (XYZ):
```
18
Properties=species:S:1:pos:R:3:forces:R:3
O -2.4058 1.8468 -0.2193 0.13 -0.14 -0.21
O 2.6706 -0.6066 1.8398 -1.72 -0.49 -1.04
O -2.4395 -0.1553 -1.6783 -0.06 -0.06 -0.17
O -0.7240 -1.4057 -0.3447 0.60 -0.14 -0.18
C 0.9379 0.3117 0.2475 -0.80 -0.36 0.28
C -0.1926 -0.6204 0.6856 -0.64 -0.20 0.05
C 2.2710 -0.3771 0.1439 -3.36 -1.18 -0.02
H -2.4195 0.9886 -0.8882 -0.19 0.57 0.33
H -3.1865 1.7582 0.3321 -0.02 -0.07 -0.05
H 3.1650 -0.2567 1.1195 4.67 1.74 0.54
H 0.5434 0.7778 -0.6596 0.56 0.11 -0.18
H 2.9596 0.1826 -0.5004 0.66 0.12 0.86
H 1.0192 1.0696 1.0304 0.22 0.24 -0.23
H -2.2821 0.0257 -2.6074 0.05 0.06 0.01
H 0.1677 -1.2790 1.4815 0.05 -0.01 0.03
H 2.2727 -1.4245 -0.1320 -0.32 0.05 -0.32
H -1.0002 0.0012 1.0902 0.18 0.14 0.15
H -1.3569 -0.8370 -0.9406 -0.01 -0.38 0.15
```
Positions in Å, forces in eV/Å.

The multiplicity is 1. For the HOMO energy, the calculation gives -4.693 eV. The value obtained for the frontier orbital gap is 8.265 eV. The LUMO energy comes out at 3.6 eV. As for the charge: -1. As for the electronic energy: -11477.128 eV. The relative energy (zero: lowest compared OMol25 entry of this formula, charge and spin) comes out at 3.653 eV.

Below is C4H9NO2S in the gas phase in a non-equilibrium geometry, with properties calculated with ωB97M-V/def2-TZVPD.

Structure (XYZ):
```
17
Properties=species:S:1:pos:R:3:forces:R:3
S 1.4821 1.3316 1.9815 1.03 0.49 1.22
O -0.2120 -2.2102 -1.4841 -1.36 0.67 1.81
O -2.2890 -1.5490 -0.8509 0.57 1.55 1.14
N -1.2935 0.9909 -0.5549 -3.72 -1.20 0.43
C 1.0057 0.1219 -0.5412 0.58 -1.56 1.82
C -0.4999 -0.1919 -0.1450 2.01 -0.44 -0.20
C 1.3973 1.3870 0.2154 -2.61 1.20 -1.14
C -0.9357 -1.4815 -0.8126 0.99 0.07 -2.61
H 0.6091 0.4093 2.3127 -0.55 -0.48 -0.08
H 1.1882 0.3420 -1.5579 -0.81 0.43 -1.51
H -1.5770 0.9454 -1.6048 0.81 -0.17 2.41
H 1.7547 -0.7733 -0.4778 -1.55 1.38 0.86
H -0.5252 -0.4272 0.9909 -0.28 0.88 -1.81
H -2.2625 0.8792 -0.0100 2.60 0.57 -1.76
H 0.5314 2.1883 -0.0608 2.49 -1.69 0.40
H -2.5513 -2.4325 -0.9414 -0.65 -2.23 -0.71
H 2.3777 1.6878 -0.0891 0.45 0.54 -0.27
```
Positions in Å, forces in eV/Å.

The multiplicity is 1. For the HOMO energy, the calculation gives -8.736 eV. Its SMILES is N[C@H](CCS)C(=O)O. The value obtained for the frontier orbital gap is 9.225 eV. The LUMO energy comes out at 0.5 eV. As for the electronic energy: -20713.259 eV. The relative energy (zero: lowest compared OMol25 entry of this formula, charge and spin) comes out at 1.774 eV.